[1]
{
  "formula": "C19H10Cl5F9NO4OsSSb",
  "method": "the ωB97M-V functional and the def2-TZVPD basis",
  "multiplicity": 2,
  "gap_ha": [0.20335, 0.20799],
  "mol_weight_g_mol": 1008.6,
  "total_charge": 1,
  "de_lowest_kcal_mol": 0.0,
  "homo_energy_ha": [-0.4401, -0.4411],
  "species": ["Os", "Cl", "C", "C", "Cl", "C", "Cl", "C", "O", "C", "Cl", "C", "Cl", "F", "Sb", "F", "F", "F", "F", "F", "C", "C", "C", "C", "C", "C", "N", "C", "C", "C", "C", "C", "C", "H", "H", "H", "H", "H", "H", "H", "H", "H", "H", "F", "C", "F", "F", "S", "O", "O", "O"],
  "positions_angstrom": [[-0.284, -0.018, -0.246], [0.742, -4.949, 4.735], [0.702, -3.535, 3.780], [-0.301, -3.377, 2.822], [-1.513, -4.553, 2.577], [-0.293, -2.230, 2.053], [-1.513, -1.912, 0.857], [0.659, -1.237, 2.210], [0.651, -0.150, 1.429], [1.649, -1.386, 3.180], [2.823, -0.151, 3.331], [1.674, -2.534, 3.956], [2.900, -2.740, 5.124], [0.794, -1.553, -1.038], [2.285, -3.161, -1.054], [1.031, -4.012, 0.046], [2.875, -2.224, 0.464], [3.554, -4.504, -1.017], [3.290, -1.960, -2.086], [1.337, -3.679, -2.562], [4.734, 1.831, 0.302], [3.900, 2.905, 0.633], [2.567, 2.862, 0.314], [2.044, 1.704, -0.319], [2.892, 0.633, -0.647], [4.232, 0.706, -0.347], [0.692, 1.628, -0.582], [0.098, 2.857, -0.980], [-0.984, 3.409, -0.297], [-1.506, 4.613, -0.733], [-0.975, 5.247, -1.849], [0.110, 4.697, -2.522], [0.664, 3.511, -2.079], [5.787, 1.880, 0.550], [4.304, 3.766, 1.147], [1.902, 3.668, 0.592], [2.511, -0.200, -1.212], [4.884, -0.110, -0.627], [-1.367, 2.931, 0.593], [-2.331, 5.060, -0.196], [-1.403, 6.180, -2.191], [0.523, 5.192, -3.390], [1.497, 3.055, -2.601], [-3.331, -1.733, -1.289], [-3.739, -0.628, -1.901], [-4.922, -0.271, -1.445], [-3.771, -0.818, -3.200], [-2.531, 0.745, -1.596], [-2.219, 0.789, -0.106], [-3.081, 1.879, -2.223], [-1.233, 0.217, -2.130]],
  "atomic_forces_ev_per_a": [[-0.001, -0.728, -0.106], [-0.018, 0.084, -0.066], [0.023, 0.017, 0.008], [-0.048, -0.036, -0.033], [0.003, -0.031, 0.017], [-0.059, 0.046, 0.005], [0.117, -0.200, -0.104], [0.037, 0.309, -0.457], [-0.116, 0.122, 0.236], [0.149, 0.105, 0.030], [-0.004, -0.055, 0.028], [-0.029, -0.131, 0.064], [0.021, 0.014, 0.010], [0.386, 0.224, -0.045], [-0.268, 0.041, 0.071], [-0.044, 0.010, -0.004], [0.053, 0.041, 0.080], [0.012, -0.012, 0.008], [-0.038, -0.019, -0.036], [-0.016, -0.001, -0.015], [0.001, -0.003, 0.000], [0.038, -0.013, 0.005], [-0.040, -0.013, -0.060], [0.008, 0.127, 0.087], [-0.014, 0.009, 0.024], [0.030, 0.026, 0.025], [-0.014, -0.288, 0.171], [-0.050, 0.002, -0.078], [0.067, 0.015, 0.066], [-0.019, 0.005, 0.031], [0.011, 0.009, -0.017], [-0.025, 0.010, 0.008], [-0.007, -0.072, -0.055], [-0.013, -0.002, -0.003], [0.001, -0.014, -0.005], [0.000, -0.019, -0.009], [-0.005, 0.047, 0.014], [-0.006, 0.006, 0.000], [-0.033, -0.002, -0.018], [0.006, 0.000, -0.002], [0.004, -0.013, 0.004], [-0.001, -0.002, 0.007], [-0.019, 0.027, 0.015], [0.015, -0.026, -0.011], [-0.006, 0.072, 0.216], [-0.026, -0.004, 0.013], [-0.047, -0.032, -0.078], [0.468, -0.104, -0.183], [-0.237, 0.397, -0.290], [-0.102, 0.228, 0.205], [-0.143, -0.169, 0.224]]
}

[2]
{
  "formula": "C19H11BrN2O6SSe2Te2Ti",
  "method": "the ωB97M-V functional and the def2-TZVPD basis",
  "gap_ha": 0.19241,
  "mol_weight_g_mol": 936.3,
  "total_charge": -2,
  "de_lowest_kcal_mol": 3.3,
  "homo_energy_ha": -0.0600,
  "species": ["Ti", "O", "C", "O", "C", "C", "C", "C", "C", "N", "C", "O", "O", "H", "H", "H", "Se", "Te", "Te", "Se", "S", "C", "C", "C", "C", "C", "C", "H", "H", "H", "H", "H", "Br", "C", "C", "N", "C", "C", "C", "C", "O", "O", "H", "H", "H"],
  "positions_angstrom": [[-0.508, -0.611, -0.887], [1.751, 1.724, -3.498], [1.179, 1.191, -2.563], [0.459, 0.127, -2.570], [1.273, 1.801, -1.175], [1.979, 2.929, -0.803], [1.935, 3.319, 0.532], [1.201, 2.582, 1.451], [0.526, 1.466, 0.992], [0.575, 1.120, -0.280], [-0.326, 0.517, 1.803], [-0.471, 0.662, 2.996], [-0.857, -0.402, 1.048], [2.539, 3.464, -1.557], [2.476, 4.201, 0.855], [1.136, 2.839, 2.499], [-1.722, -2.938, -0.459], [-4.099, -2.732, 0.360], [0.061, -3.674, -3.916], [-1.614, -2.228, -2.711], [-2.374, 0.784, -1.440], [-2.565, 1.899, -0.080], [-2.077, 3.202, -0.149], [-2.217, 4.069, 0.928], [-2.838, 3.644, 2.092], [-3.320, 2.342, 2.169], [-3.190, 1.475, 1.097], [-1.576, 3.525, -1.055], [-1.823, 5.077, 0.859], [-2.931, 4.315, 2.937], [-3.785, 1.985, 3.081], [-3.536, 0.450, 1.166], [6.627, -4.082, 1.829], [5.124, -3.878, 0.686], [4.954, -4.756, -0.375], [3.930, -4.673, -1.212], [3.032, -3.701, -1.014], [3.135, -2.781, 0.022], [4.208, -2.870, 0.897], [2.125, -1.671, 0.228], [2.323, -0.855, 1.118], [1.144, -1.688, -0.603], [5.673, -5.549, -0.546], [2.199, -3.648, -1.709], [4.296, -2.156, 1.705]],
  "atomic_forces_ev_per_a": [[0.301, -0.215, -0.490], [0.000, -0.002, -0.007], [-0.032, 0.000, 0.070], [-0.007, -0.102, 0.137], [-0.036, -0.052, -0.008], [0.009, 0.037, 0.028], [0.004, -0.024, -0.075], [-0.030, -0.068, 0.044], [0.040, 0.090, 0.053], [-0.065, -0.007, -0.033], [0.017, 0.021, -0.153], [0.023, -0.033, 0.070], [0.051, 0.000, 0.215], [0.002, 0.014, 0.012], [0.000, -0.001, 0.002], [0.003, 0.012, -0.006], [-0.093, -0.062, 0.056], [0.075, 0.023, -0.033], [-0.004, 0.035, 0.079], [-0.049, 0.129, 0.013], [-0.024, 0.093, -0.104], [-0.016, -0.177, 0.234], [-0.014, 0.063, -0.073], [0.034, 0.022, -0.065], [-0.030, -0.065, 0.023], [-0.026, 0.042, 0.030], [-0.021, 0.055, -0.066], [-0.008, 0.005, 0.015], [0.003, -0.003, -0.013], [-0.008, -0.007, 0.008], [0.019, 0.015, -0.001], [-0.008, -0.010, -0.016], [0.064, -0.009, 0.050], [-0.092, -0.025, -0.115], [0.070, -0.001, 0.065], [-0.067, 0.045, 0.001], [-0.012, -0.056, -0.058], [-0.028, 0.045, 0.093], [-0.004, -0.007, -0.027], [0.245, -0.008, 0.029], [-0.080, -0.028, -0.034], [-0.213, 0.210, 0.053], [-0.002, 0.002, -0.001], [0.023, -0.003, -0.009], [-0.015, 0.009, 0.004]]
}

[3]
{
  "formula": "C19H12AuF3N2OS2",
  "method": "the ωB97M-V functional and the def2-TZVPD basis",
  "multiplicity": 3,
  "gap_ha": [0.21684, 0.25975],
  "mol_weight_g_mol": 602.4,
  "de_lowest_kcal_mol": 0.0,
  "homo_energy_ha": [-0.2128, -0.2940],
  "species": ["Au", "O", "N", "C", "C", "C", "C", "C", "S", "H", "H", "H", "H", "F", "C", "F", "F", "C", "C", "C", "C", "N", "C", "S", "H", "H", "H", "C", "C", "C", "C", "C", "C", "C", "C", "H", "H", "H", "H", "H"],
  "positions_angstrom": [[-0.175, -0.731, -0.054], [-0.674, -2.832, -0.295], [-0.188, -3.446, -1.380], [-0.329, -4.793, -1.407], [0.101, -5.534, -2.467], [0.704, -4.873, -3.543], [0.845, -3.512, -3.498], [0.395, -2.758, -2.396], [0.586, -1.050, -2.339], [-0.808, -5.205, -0.533], [-0.030, -6.606, -2.452], [1.058, -5.430, -4.401], [1.311, -2.964, -4.305], [-1.016, 1.588, 5.916], [-1.805, 1.675, 4.825], [-1.534, 2.830, 4.230], [-3.076, 1.744, 5.272], [-1.631, 0.448, 3.958], [-2.268, -0.689, 4.424], [-2.167, -1.881, 3.737], [-1.412, -1.890, 2.586], [-0.770, -0.807, 2.139], [-0.854, 0.367, 2.787], [0.083, 1.708, 2.156], [-2.861, -0.627, 5.327], [-2.659, -2.779, 4.084], [-1.285, -2.782, 1.983], [0.240, 1.238, 0.393], [0.654, 2.153, -0.421], [1.159, 3.149, -1.230], [2.564, 3.271, -1.428], [3.072, 4.251, -2.254], [2.219, 5.142, -2.907], [0.840, 5.038, -2.724], [0.308, 4.063, -1.907], [3.220, 2.575, -0.920], [4.144, 4.330, -2.396], [2.624, 5.910, -3.554], [0.178, 5.728, -3.232], [-0.762, 3.980, -1.770]],
  "atomic_forces_ev_per_a": [[0.283, -0.169, -0.348], [0.102, -0.021, -0.074], [-0.050, 0.111, -0.007], [-0.048, 0.053, 0.043], [0.023, -0.064, -0.034], [0.025, 0.031, -0.049], [-0.009, 0.002, 0.006], [-0.021, 0.032, 0.122], [-0.030, -0.066, -0.004], [-0.001, 0.045, 0.018], [0.003, 0.033, -0.003], [-0.016, 0.031, 0.042], [-0.009, -0.020, 0.008], [-0.010, 0.054, 0.036], [0.037, -0.229, -0.068], [-0.002, 0.115, -0.074], [0.036, 0.068, 0.054], [0.042, 0.097, 0.029], [-0.047, 0.098, 0.045], [-0.009, -0.232, -0.023], [0.109, 0.029, -0.085], [-0.316, 0.061, 0.243], [0.087, -0.124, 0.028], [-0.102, 0.041, -0.141], [0.015, 0.003, -0.009], [0.033, 0.052, -0.030], [-0.029, 0.037, 0.002], [-0.079, 0.173, 0.087], [0.050, -0.060, 0.087], [0.045, -0.201, 0.093], [-0.011, 0.038, -0.027], [-0.058, -0.025, 0.024], [0.013, -0.003, 0.004], [0.012, -0.025, 0.008], [-0.047, 0.072, -0.044], [-0.010, 0.030, -0.021], [-0.032, -0.010, 0.011], [-0.014, -0.033, 0.030], [0.005, -0.020, 0.019], [0.029, -0.004, 0.002]]
}